28
Properties=species:S:1:pos:R:3:forces:R:3:mulliken_charge:R:1 method="wB97M-V/def2-TZVPD" spin_multiplicity=6 s2=8.769 e_lumo_ha="-0.2967 / -0.4155" homo_energy_ev="-14.0 / -18.4" total_charge=+2
C 3.7703 -0.5541 -1.6086 2.67 0.40 -0.31 0.149
C -0.3055 -2.6399 2.4102 -0.03 -0.35 0.43 -0.838
C 0.0764 -2.3726 -1.2855 0.12 1.17 -2.12 -0.547
N 0.2433 -0.3392 -2.6057 -0.19 -0.12 -0.24 -0.254
C 0.2736 3.3813 -1.1267 2.85 4.49 -6.18 0.306
C 0.0323 -0.7379 0.9472 -0.25 2.09 2.40 0.479
H -0.1715 -3.9663 0.1915 0.12 0.37 -0.35 0.400
Ru -0.1943 2.0935 0.0941 -2.49 3.24 2.60 0.303
O 0.6095 4.1810 -1.9072 -1.57 -2.79 3.32 -0.186
O -3.8615 4.5918 1.9649 2.18 -1.38 -1.28 -0.103
C 0.1865 -0.9911 -1.4336 0.22 0.14 -1.90 0.725
O 4.8935 -0.4008 -1.7500 -2.72 -0.39 0.33 -0.147
O -0.0857 0.0759 1.8877 0.20 -1.75 -1.85 -0.558
C -1.9946 1.8996 -0.4455 -7.95 -0.81 -0.90 0.114
O -3.0989 1.7826 -0.7957 4.31 0.36 0.82 -0.155
N 0.2596 -0.2325 -0.3094 0.20 1.67 1.00 -0.007
H 0.4126 -2.2331 3.1289 -0.15 -0.02 -0.23 0.341
H 0.1616 -0.8505 -3.4737 0.07 0.06 -0.03 0.259
C -2.9984 4.0451 1.4545 -2.09 1.46 1.32 0.106
H 0.1764 0.6743 -2.6594 0.13 -0.39 -0.04 0.087
H 0.4868 0.8828 -0.3505 3.25 -6.34 -2.49 0.469
N -0.0623 -2.0911 1.0747 -0.16 0.16 -0.07 0.024
O 1.7238 3.1072 2.2561 -2.56 -1.33 -3.20 -0.141
H -0.1871 -3.7215 2.3378 0.00 0.17 0.09 0.303
C 0.9677 2.7277 1.4627 3.89 2.21 6.23 0.242
H 0.0585 -2.9934 -2.1742 -0.02 -0.05 0.10 0.482
H -1.3242 -2.4110 2.7462 0.22 0.06 -0.16 0.356
C -0.0483 -2.9078 -0.0310 -0.24 -2.34 2.72 -0.208

---

15
Properties=species:S:1:pos:R:3:forces:R:3:mulliken_charge:R:1 method="wB97M-V/def2-TZVPD" spin_multiplicity=1 e_lumo_ha=0.1581 homo_energy_ev=-4.0 total_charge=-1
H -0.9327 2.4944 -2.0857 -0.13 -0.07 -0.52 0.442
H -1.1980 -2.9973 0.7626 -0.08 0.33 -0.02 0.270
N 0.1430 -1.5184 1.1338 -1.66 -0.76 -0.66 -0.609
H -1.8171 -1.2756 0.3026 0.56 0.07 -0.07 0.226
C -1.0098 -1.9147 0.6945 1.65 0.15 1.06 -0.209
H 1.7251 1.0375 -0.3781 0.22 -1.05 0.01 0.251
O -0.4157 2.2978 -0.1868 -0.57 0.01 -0.83 -0.670
O -1.3741 0.6107 -1.4072 0.50 1.74 0.07 -0.649
H 2.3733 -0.6248 0.1925 0.63 0.01 -0.23 0.417
C -0.9120 1.7898 -1.2288 -0.21 -0.93 0.76 -0.093
H 0.8352 0.3524 1.8564 -0.01 -0.25 -0.01 0.356
C 0.4572 -0.1007 0.9314 -0.72 -0.13 -0.31 -0.102
C 1.5411 -0.0466 -0.1764 -1.67 0.82 0.58 -1.094
H 1.0462 -0.5338 -1.0262 0.54 0.26 -0.11 0.213
H -0.4617 0.4294 0.6154 0.94 -0.19 0.28 0.251

---

14
Properties=species:S:1:pos:R:3:forces:R:3:mulliken_charge:R:1 method="wB97M-V/def2-TZVPD" spin_multiplicity=3 s2=2.010 e_lumo_ha="-0.3500 / -0.4606" homo_energy_ev="-16.7 / -19.6" total_charge=+2
S 2.5183 1.7275 0.3794 4.04 3.93 -0.05 0.277
H 1.1748 0.7314 -2.1600 0.03 -0.50 -0.06 0.404
H -1.1623 -0.9332 -2.4213 -0.02 -0.03 -1.11 0.262
H 2.5776 1.1090 1.5236 -0.01 -0.69 1.21 0.307
N -0.8914 -0.5695 -1.5376 4.47 3.40 0.31 -0.241
H -0.3506 1.1525 1.4952 0.50 0.20 -0.17 0.424
H -1.4903 -1.0146 1.4930 -1.53 -1.12 2.29 0.198
N 1.0686 0.6426 -0.0686 -5.55 -4.36 -0.16 -0.090
C 0.0999 0.2477 1.0815 -0.16 -1.88 1.02 -0.552
H -2.3290 -1.5123 -0.7149 -1.20 -0.54 0.94 0.419
N -1.0390 -0.6564 0.7292 1.88 2.12 -2.32 -0.131
H 0.5918 -0.3926 1.9098 0.09 1.57 -1.42 0.438
C -1.5074 -0.8832 -0.4730 0.46 -1.04 0.14 0.139
C 0.7391 0.3510 -1.2361 -3.01 -1.07 -0.64 0.146

---

78
Properties=species:S:1:pos:R:3:forces:R:3:mulliken_charge:R:1 method="wB97M-V/def2-TZVPD" spin_multiplicity=1 e_lumo_ha=-0.0080 homo_energy_ev=-7.6
H 1.4874 -1.2740 -0.4744 0.06 -0.14 0.05 -0.725
N 4.4216 -4.2701 -2.3558 -0.05 -0.08 0.05 1.018
H -0.3497 -4.7578 0.1724 0.01 0.01 -0.01 0.339
C -3.5674 1.9767 -2.7496 -0.01 0.00 0.02 -1.494
C -0.9963 3.1349 -3.0184 0.00 -0.03 -0.02 -1.555
H -3.4312 -1.2020 1.0986 0.00 -0.01 0.01 0.151
H -4.1317 -1.1733 -0.5310 -0.01 -0.01 0.01 0.106
H -1.4986 4.0173 -3.4183 0.00 0.00 0.00 0.450
H 0.7874 -2.2707 2.8270 -0.05 -0.03 0.02 0.285
H -2.3763 4.0706 1.4930 -0.01 0.01 -0.02 0.611
H 3.8259 1.6844 -0.9882 0.00 0.00 0.00 0.425
O 3.0142 -1.1903 3.0865 -0.05 0.02 -0.03 -0.787
H 3.6035 -0.7901 -4.6164 0.00 -0.01 0.01 0.311
H -1.9848 -0.6878 -2.9013 -0.08 -0.02 0.01 0.137
C 2.3795 -1.8781 -0.3768 -0.07 -0.01 0.01 2.096
C 1.7243 1.2622 -1.0260 0.04 0.14 -0.04 -0.343
C -2.0208 -2.1658 -1.7019 0.08 0.00 0.07 -0.111
N 2.6140 -0.6373 -4.4896 0.02 -0.02 0.03 -0.510
H -0.0454 -0.7253 1.2994 0.03 0.00 0.01 -0.826
N -1.7615 -0.9331 -1.9443 -0.13 0.00 0.02 0.347
O -3.1773 0.5871 0.0590 -0.04 -0.05 0.04 -0.472
C 2.5893 -0.9186 1.9594 0.25 -0.04 -0.05 -0.630
Fe -1.3184 0.5161 -0.5884 0.42 0.10 -0.68 -1.051
H -0.6688 0.7141 3.0831 0.01 0.02 0.00 0.239
N 0.7151 0.6748 -1.6714 -0.18 -0.24 0.57 1.376
H -1.7531 4.4504 -0.8162 0.03 -0.02 0.01 0.363
C 3.1072 -1.7922 0.8063 -0.01 -0.10 -0.02 0.258
H -2.4012 0.6518 2.6516 0.01 0.00 0.00 0.233
C -2.4860 3.6563 -0.6495 -0.01 -0.01 0.00 -1.360
C 1.0132 0.0476 -2.8016 -0.15 0.09 -0.11 -0.573
N 3.3224 0.5846 -2.6545 0.00 0.00 -0.03 -0.600
H 0.5645 3.6727 0.6635 0.02 -0.01 0.00 0.369
C 4.2701 -2.5434 0.9460 -0.02 -0.03 0.00 -0.858
N -2.6643 -3.0149 -2.5741 -0.01 0.00 0.00 -0.515
C -0.9835 -2.2256 0.5504 -0.25 -0.01 0.09 -0.029
H -0.7508 2.4643 -3.8436 0.00 0.00 0.00 0.362
H 1.0778 -4.2925 1.1057 0.04 0.02 0.00 0.250
C -0.0092 -4.4082 1.1440 -0.06 0.05 -0.01 -1.012
H -2.9096 -2.6365 -3.4729 0.01 0.00 0.00 0.228
H -3.4591 4.0618 -0.9332 0.01 0.03 -0.01 0.520
H 4.8102 -2.4823 1.8811 0.00 0.01 0.00 0.523
H -0.0600 3.4390 -2.5483 0.00 0.00 0.00 0.372
C 3.0141 1.2123 -1.5279 -0.04 0.04 -0.04 -0.472
H -0.2546 -5.1636 1.8900 0.00 -0.01 -0.01 0.342
C 4.7147 -3.3549 -0.0859 0.00 -0.02 -0.01 -0.590
O 3.8172 -4.2004 -3.4132 0.00 0.02 -0.02 -0.635
H 0.2045 -0.4160 -3.3519 0.00 -0.07 0.06 0.353
O 5.3714 -5.0002 -2.1614 0.02 0.03 -0.02 -0.641
H -4.2638 1.4584 -2.0914 -0.01 0.00 0.00 0.314
C -2.4815 3.2173 0.8189 -0.02 0.00 0.00 -0.713
H 1.5111 1.7490 -0.0933 0.02 -0.08 0.01 -0.084
H 5.6233 -3.9333 -0.0050 0.00 0.00 0.00 0.528
H 2.0635 -1.4497 -4.7161 -0.03 0.01 0.00 0.259
H -2.2436 -3.6011 -0.2821 0.00 0.00 -0.02 0.398
H -3.4071 2.6916 1.0447 0.01 0.00 0.02 0.374
C -0.2427 -2.6388 2.8130 0.04 -0.01 0.00 -0.874
C 2.7885 -2.7050 -1.4077 0.00 0.01 0.03 -0.341
H -0.3256 -3.4508 3.5342 -0.01 -0.01 0.00 0.366
H 0.0572 3.6963 2.3615 -0.01 0.00 0.00 0.501
C -3.9132 -0.5439 0.3531 0.01 0.06 0.01 -1.004
H -1.7246 2.0869 3.4709 0.00 0.01 0.00 0.570
C 2.3200 -0.0067 -3.2968 0.05 0.05 -0.02 -0.078
N -0.7783 -0.9720 0.6255 0.41 0.00 -0.14 1.308
P -2.0412 2.2658 -1.7935 -0.16 0.07 0.02 1.736
N -1.7149 -2.7750 -0.5093 0.10 -0.02 -0.07 0.125
O 1.7538 -0.0403 1.6122 -0.37 0.13 0.14 -0.203
H 1.1288 2.4028 1.7844 -0.01 0.02 0.03 0.379
N -0.6603 -3.1533 1.5122 0.08 0.01 -0.02 0.040
P -1.1481 1.9905 1.1098 0.04 0.10 0.02 1.585
C -1.5280 1.2970 2.7444 -0.01 -0.06 -0.01 -1.408
C 0.2887 3.0473 1.5150 0.00 0.01 0.05 -1.669
H -3.3501 1.3417 -3.6116 0.00 -0.01 0.01 0.293
H 2.2243 -2.7976 -2.3248 0.02 0.01 0.00 0.593
H -4.0076 2.9068 -3.1120 0.00 0.00 0.00 0.469
H -2.3687 -3.9772 -2.5895 0.00 0.00 0.00 0.213
H -0.9136 -1.8365 3.1163 0.01 0.01 -0.01 0.215
H -4.8901 -0.2659 0.7747 -0.01 0.00 0.00 0.414
C 3.9604 -3.4230 -1.2469 0.03 0.04 -0.01 -0.588

---

10
Properties=species:S:1:pos:R:3:forces:R:3:mulliken_charge:R:1 method="wB97M-V/def2-TZVPD" spin_multiplicity=7 s2=12.017 e_lumo_ha="-0.3680 / -0.4029" homo_energy_ev="-16.8 / -16.8" total_charge=+2
H -0.8773 -0.9769 -1.1749 0.19 0.04 0.36 0.323
Dy 3.3421 1.7823 -0.7862 -0.89 -0.68 0.47 1.667
H 0.5800 -1.2131 0.0415 -1.56 1.44 2.43 0.314
O -1.6863 0.2270 0.3129 1.85 0.17 0.27 -0.103
C -1.1857 1.2956 0.8555 -1.72 0.42 -0.19 0.074
C 0.8435 0.1566 0.3777 0.38 -2.08 0.64 -0.095
F 0.7657 0.1186 -0.9988 2.88 4.93 -4.63 -0.043
C -0.8008 -0.8426 -0.0924 -1.96 -2.97 1.75 -0.481
H -1.1240 -1.7275 0.4629 -0.17 0.12 -0.02 0.401
O 0.1427 1.1800 1.0017 0.99 -1.39 -1.08 -0.057

---

59
Properties=species:S:1:pos:R:3:forces:R:3:mulliken_charge:R:1 method="wB97M-V/def2-TZVPD" spin_multiplicity=1 e_lumo_ha=-0.4057 homo_energy_ev=-18.2 total_charge=+3
N -1.3480 0.6951 1.0560 0.08 -0.02 -0.09 0.041
H -0.7949 1.5061 -5.3055 0.00 -0.01 0.00 0.218
H -1.2179 -1.7982 2.4828 -0.01 0.08 0.05 0.140
C -2.7047 0.5671 1.0805 0.08 0.04 0.09 -0.292
H -3.0822 -2.3642 -1.2026 -0.02 -0.01 0.00 0.363
B 0.5272 1.3010 2.7441 0.02 0.02 0.07 0.130
C -0.5598 -4.5819 -0.3405 0.03 -0.17 -0.06 -1.121
N 2.1691 1.4603 -3.9578 0.14 0.00 0.03 -0.037
C -2.3817 1.1705 -3.9332 0.05 0.01 -0.11 -0.857
C 1.3249 3.7247 2.0788 0.05 0.01 0.08 -0.030
N 1.5055 -0.3815 1.0789 -0.07 -0.02 -0.03 0.111
H 0.4969 -4.7414 -0.1129 -0.02 -0.01 -0.01 0.357
H -3.4925 -3.6148 -0.0476 0.01 0.02 0.00 0.431
H 1.4366 3.4323 -1.1573 -0.01 0.00 0.05 0.423
H -0.5256 -1.6603 -1.7269 -0.01 0.05 -0.02 0.609
C 1.5790 4.3442 0.8595 0.00 -0.01 0.00 -1.131
H -4.1955 0.7509 2.6893 0.02 0.01 0.00 0.483
H 2.3654 -0.3451 4.1817 0.00 -0.01 -0.02 0.519
H 0.2099 -2.8527 2.3444 -0.06 0.02 0.00 0.199
H 0.5957 1.5375 3.9069 -0.01 -0.01 -0.07 0.003
C -0.2775 1.1571 -3.2980 -0.13 -0.01 -0.15 0.411
H 4.3085 1.5386 -3.6922 -0.02 -0.01 0.00 0.430
C 2.9455 -1.5266 2.3581 0.03 -0.05 0.03 -1.204
N -1.0007 0.9113 -2.2021 -0.30 0.11 0.18 -0.138
H -3.4461 -1.9523 0.4937 0.00 -0.04 -0.04 0.313
C -0.8508 -2.7500 2.0988 0.11 0.01 0.12 -0.662
C -2.0315 1.0379 3.1157 -0.06 -0.09 -0.03 -0.086
N 1.4509 0.1178 2.3561 -0.05 -0.10 0.04 0.155
H 1.8964 5.3600 0.6949 -0.01 -0.03 0.00 0.465
H -1.1224 -5.3885 0.1382 0.03 -0.01 -0.03 0.363
H 3.6951 -2.2267 2.6868 -0.01 0.02 0.00 0.480
C -2.9515 -2.6708 -0.1617 -0.13 0.04 0.01 -0.972
H -3.2552 0.3238 0.1877 0.01 0.00 0.02 0.493
H 2.1151 1.7074 -4.9374 0.00 0.00 -0.01 0.204
C 1.3460 3.3673 -0.0843 -0.04 0.05 -0.09 -0.149
H 0.8589 -2.1966 -0.7559 -0.05 -0.08 -0.01 0.456
H 2.6643 -1.9364 0.2032 0.00 -0.01 0.00 0.593
H 3.6275 0.8590 -1.1153 -0.02 -0.01 0.00 0.530
Ta 0.1507 0.3822 -0.3817 -0.25 -0.39 0.15 1.757
C 1.1573 1.1828 -3.1380 0.15 -0.02 -0.15 0.251
N 0.9703 2.4622 1.8514 -0.11 0.05 0.02 -0.331
N 0.9597 2.2167 0.5213 0.15 0.05 -0.16 0.258
C -0.0819 -1.6416 -0.7144 0.33 0.26 -0.04 -0.966
H -3.2150 1.2629 -4.6101 0.02 0.00 0.00 0.410
H -1.3794 -3.5407 2.6402 0.01 0.02 -0.02 0.517
C -2.3323 0.9215 -2.6031 0.16 -0.02 0.05 -0.227
Si -1.1732 -2.9638 0.2893 0.01 0.04 -0.08 -0.109
H -0.6997 -4.6834 -1.4189 0.01 -0.02 0.02 0.369
C -3.1732 0.7776 2.3510 0.01 0.01 0.01 -1.145
C 2.4219 -1.3881 1.0983 -0.07 0.08 0.07 -0.515
C 2.9991 1.0208 -1.9749 -0.14 -0.07 0.04 -0.378
C 3.3465 1.3586 -3.2412 -0.04 0.06 -0.11 -0.817
H 1.3823 4.1105 3.0854 0.00 -0.02 -0.02 0.510
H -3.1515 0.7615 -1.9261 0.01 0.00 -0.01 0.430
H -1.9358 1.2513 4.1700 -0.01 -0.01 -0.02 0.539
N -1.0732 1.3102 -4.3524 -0.14 0.05 0.02 -0.031
N 1.6179 0.9009 -1.9224 0.23 -0.01 0.16 0.046
C 2.2846 -0.5685 3.1285 0.03 0.03 0.01 -0.032
N -0.9550 0.9848 2.3430 0.00 0.08 0.05 0.224